[1]
Computed, not measured: a single H4N2O3Si molecule at a distorted geometry, with wB97M-V/def2-TZVPD.

Results
- LUMO: 0.011 Ha
- Kohn-Sham gap: 10.73 eV
- SMILES: N[Si@H](O)[N+](=O)[O-]
- Total charge: 0
- M: 108.1 g/mol
- Calculated total energy: -627.07861 hartree
- Highest occupied orbital energy: -10.4 eV
- Energy relative to the best compared isomer or geometry (same formula, charge and spin): 25.1 kcal/mol

Positions of all 10 atoms, in Å:
N1 0.819 1.302 0.543
Si1 -0.419 0.416 -0.199
O1 -1.475 -0.699 1.035
N2 0.614 -1.068 -0.776
O2 0.122 -1.725 -1.662
O3 1.620 -1.281 -0.205
H1 0.779 2.137 1.059
H2 1.721 0.911 0.612
H3 -1.371 1.013 -1.153
H4 -2.409 -1.007 0.747

---

[2]
Computed, not measured: 2 unconnected molecules or ions with the total composition H4N2O3Si at a distorted geometry, with wB97M-V/def2-TZVPD.

Results
- LUMO: -0.025 Ha
- Kohn-Sham gap: 8.92 eV
- SMILES: N[SiH]=O.O=NO
- Total charge: 0
- M: 108.1 g/mol
- Calculated total energy: -627.05688 hartree
- Highest occupied orbital energy: -9.6 eV
- Energy relative to the best compared isomer or geometry (same formula, charge and spin): 38.7 kcal/mol

Positions of all 10 atoms, in Å:
N1 2.108 -0.577 0.756
Si1 1.691 0.366 -0.599
O1 0.214 0.774 -0.723
H1 2.876 -0.397 1.445
H2 1.257 -1.014 1.054
H3 2.850 0.918 -1.096
O2 -4.193 -0.486 0.145
N2 -2.983 -0.556 0.096
O3 -2.441 0.558 -0.583
H4 -1.379 0.414 -0.494

---

[3]
Computed, not measured: 2 unconnected molecules or ions with the total composition H4N2OS2 at a distorted geometry, with wB97M-V/def2-TZVPD.

Results
- LUMO (spin up / spin down): 0.002 / 0.006 Ha
- Kohn-Sham gap (spin up / spin down): 8.03 / 8.73 eV
- Total charge: 0
- M: 112.2 g/mol
- Calculated total energy: -983.34079 hartree
- Highest occupied orbital energy (spin up / spin down): -8.0 / -8.6 eV
- Energy relative to the best compared isomer or geometry (same formula, charge and spin): 84.2 kcal/mol

Positions of all 9 atoms, in Å:
N1 1.234 -0.599 0.192
N2 -1.584 -0.573 -0.299
O1 0.192 -1.018 0.790
S1 1.476 1.128 -0.011
S2 -2.096 0.845 0.222
H1 1.466 -1.100 -0.671
H2 -2.011 -1.334 0.221
H3 2.781 1.083 0.284
H4 -1.458 1.568 -0.727

---

[4]
Computed, not measured: a single H4N4 molecule at a distorted geometry, with wB97M-V/def2-TZVPD.

Results
- LUMO: 0.040 Ha
- Kohn-Sham gap: 10.04 eV
- Total charge: 0
- M: 60.1 g/mol
- Calculated total energy: -221.29171 hartree
- Highest occupied orbital energy: -8.9 eV
- Energy relative to the best compared isomer or geometry (same formula, charge and spin): 75.9 kcal/mol

Positions of all 8 atoms, in Å:
N1 -1.133 0.542 -0.027
N2 0.088 -1.215 0.039
N3 1.186 0.806 -0.013
N4 0.155 0.057 0.004
H1 -1.757 -0.244 -0.117
H2 1.008 -1.646 0.074
H3 -1.576 1.457 -0.004
H4 2.031 0.243 0.044

---

[5]
Computed, not measured: a single H4N4O2 molecule at a distorted geometry, with wB97M-V/def2-TZVPD.

Results
- LUMO (spin up / spin down): 0.016 / 0.011 Ha
- Kohn-Sham gap (spin up / spin down): 8.79 / 8.25 eV
- SMILES: N/N=[N+](\[O-])NO
- Total charge: 0
- M: 92.1 g/mol
- Calculated total energy: -371.64472 hartree
- Highest occupied orbital energy (spin up / spin down): -8.3 / -8.0 eV
- Energy relative to the best compared isomer or geometry (same formula, charge and spin): 57.6 kcal/mol

Positions of all 10 atoms, in Å:
N1 -1.121 1.685 -0.209
N2 -1.095 0.437 0.214
N3 0.354 -0.125 0.331
O1 1.358 0.458 -0.085
N4 0.267 -1.429 0.475
O2 1.020 -2.073 -0.524
H1 -0.221 2.115 -0.458
H2 -1.752 2.441 0.366
H3 -0.603 -1.949 0.568
H4 1.793 -1.560 -0.679

---

[6]
Computed, not measured: 2 unconnected molecules or ions with the total composition H4N5 at a distorted geometry, with wB97M-V/def2-TZVPD.

Results
- LUMO: -0.280 Ha
- Kohn-Sham gap: 5.65 eV
- Total charge: +1
- M: 74.1 g/mol
- Calculated total energy: -275.74459 hartree
- Highest occupied orbital energy: -13.3 eV
- Energy relative to the best compared isomer or geometry (same formula, charge and spin): 89.7 kcal/mol

Positions of all 9 atoms, in Å:
N1 -1.646 3.225 -1.350
N2 -0.536 1.327 -0.746
N3 -0.902 2.389 -0.929
N4 0.428 -1.319 1.310
N5 1.173 -1.133 0.290
H1 -1.485 4.190 -1.358
H2 -0.328 -0.652 1.242
H3 0.412 -2.051 2.041
H4 1.887 -1.823 0.133